[1]
The following is a DFT calculation (wB97M-V/def2-TZVPD) of a 8-piece molecular cluster, C75H83F7N3O5P overall.

ORCA input file:
```
! RIJCOSX wB97M-V def2-TZVPD def2/J DEFGRID3
* xyz 0 1
C 6.856 7.924 -2.573
H -4.516 1.695 -0.781
C -6.759 -3.253 -7.010
C 2.883 5.055 1.898
O -1.272 -2.717 -3.973
H -4.059 2.363 5.914
C 4.794 -7.405 1.824
C -4.341 1.306 6.012
H 4.170 6.755 1.643
C -5.814 -0.397 2.998
H -3.936 5.893 -1.482
N -3.305 -1.683 -3.613
H -3.112 0.199 4.695
H -4.230 1.684 8.887
H -5.743 -0.924 0.935
C -2.238 1.196 7.065
C -1.855 -0.753 0.701
H -4.278 -0.160 1.512
C -4.434 -2.293 1.892
C -2.944 -1.359 -1.342
C 7.193 -6.135 2.249
H -2.978 -3.558 0.903
C -4.604 2.160 12.709
H -5.391 0.198 -8.071
H -4.706 2.316 13.774
H 4.770 -6.482 -0.106
F -5.049 4.439 12.348
H -0.490 2.305 0.331
H 3.201 7.398 -0.529
H -6.648 -1.201 -9.704
H -5.393 1.278 6.295
C 2.701 -7.339 -2.478
C 0.915 -3.493 -4.519
C 2.336 -8.085 -1.375
H -0.634 -9.219 -2.552
C 0.308 -8.688 -2.532
C 1.125 -8.761 -1.411
H -1.708 0.636 7.833
F -3.227 1.685 1.448
H -1.375 -3.169 1.849
C -1.572 -1.000 2.168
H 7.405 7.560 -1.715
H -5.003 -0.634 -5.776
H -1.343 3.046 -1.805
H 7.180 -7.090 4.170
C -5.556 -1.236 -6.486
C -6.474 -1.540 -8.692
C 1.020 -3.856 2.144
C 6.539 8.123 -4.948
C -4.341 1.826 9.956
H -2.665 6.061 0.632
C 10.063 2.225 -4.479
C 6.516 -5.963 1.049
H 1.570 0.940 -0.106
H 1.096 -2.509 -4.952
H -4.869 3.718 -2.194
H -7.158 -4.220 -6.736
N 0.915 2.030 -2.000
H 1.438 -4.228 -5.135
C -1.235 0.329 0.035
H 4.845 9.281 -5.578
H -2.340 4.039 2.048
C -2.707 -0.400 -3.468
H -4.291 -3.040 -0.097
F 3.876 -6.670 -2.459
C 9.868 2.284 -5.852
H -4.595 -1.480 4.466
C -4.762 3.221 11.841
C -4.120 0.623 4.663
H 9.178 5.598 -6.140
C 7.262 7.634 -3.867
H 10.102 3.349 -2.634
C 1.511 -3.541 -3.096
C -5.107 -0.526 4.352
C -0.370 1.321 0.786
H 6.930 -5.324 0.280
H 1.961 -4.133 2.617
C -1.035 -2.398 2.532
H 0.880 -4.161 -2.458
H -0.767 -4.727 -3.975
H -2.639 -2.431 -5.477
H 1.340 6.066 -1.468
H 5.001 -8.228 3.784
H -5.878 -2.842 -5.098
H -5.992 0.672 2.843
H -0.901 -0.256 2.585
C 0.702 -7.930 -3.626
F 3.611 -8.036 1.630
H 1.254 -0.003 1.368
C -3.079 5.111 0.322
H 9.402 3.543 -7.525
C -4.313 0.910 12.181
H 1.460 3.313 3.085
H 3.313 4.783 2.854
H -6.800 -0.862 3.059
C -4.314 3.793 -1.268
O -4.781 -2.764 -2.203
C -1.450 0.540 -1.341
C 4.989 9.186 -3.445
H -5.259 -3.009 1.940
N 1.316 3.179 2.092
H -1.723 1.012 6.117
C 1.909 -7.246 -3.602
C 2.828 6.533 0.001
C -3.421 2.790 0.692
H 1.171 -3.830 1.064
C -4.638 3.079 10.473
H 0.306 -4.655 2.351
H 0.819 -2.360 3.678
H 4.107 9.782 -3.255
C 5.306 -6.603 0.825
H -5.880 -0.517 5.124
C -5.039 -0.896 1.773
H 8.139 7.029 -4.027
H 1.437 1.943 -2.862
C 6.655 -6.951 3.235
H 2.522 -3.941 -3.087
C 9.631 4.557 -4.330
H -3.952 -0.234 10.401
C 5.407 8.898 -4.737
C -2.622 -2.650 -4.405
H 0.959 -1.723 2.048
H -3.081 -3.633 -4.258
O -2.652 0.418 -4.341
C 3.368 6.162 1.225
C 9.428 4.645 -5.692
C 1.103 0.958 0.880
C -0.563 -3.805 -4.534
H 2.232 -6.644 -4.441
C -2.296 -0.329 -2.022
H 2.982 -8.137 -0.513
H -0.888 -3.985 -5.568
F 5.326 8.974 -1.128
H 0.465 4.127 -0.265
H -2.521 -0.865 2.692
C 5.727 8.695 -2.387
C -4.127 2.662 -0.487
F 9.512 5.678 -3.581
C 9.552 3.494 -6.455
H 0.069 -7.870 -4.502
H 6.857 7.898 -5.958
H -4.192 0.065 12.846
C 5.443 -7.592 3.028
C -6.049 -2.477 -6.103
C -4.180 0.742 10.809
C 0.495 -2.505 2.647
C 9.949 3.370 -3.704
H 10.306 1.283 -4.006
H -2.176 2.264 7.304
C -2.764 -1.592 0.020
H 1.533 -2.541 -2.663
H 0.819 -9.347 -0.555
C 1.920 1.915 1.721
C -2.891 3.990 1.117
C -6.955 -2.768 -8.287
C 1.787 5.782 -0.524
H -0.764 1.435 1.794
H -1.452 -2.653 3.510
H 8.137 -5.635 2.416
O -3.568 0.739 7.057
C 1.287 4.685 0.158
C -3.810 -2.075 -2.339
C -5.771 -0.770 -7.775
H 9.961 1.389 -6.451
C 1.834 4.308 1.375
H -0.976 1.694 -3.564
C -3.591 -2.692 0.655
H -4.103 1.343 3.844
O 3.016 1.622 2.117
F -7.642 -3.522 -9.171
C -3.791 5.016 -0.867
H -4.774 3.939 9.831
H -3.861 -2.445 2.805
P -0.636 1.901 -2.229
*
```

Results
Highest occupied orbital energy = -8.5 eV
Kohn-Sham gap = 0.30024 Eh


[2]
The following is a DFT calculation (wB97M-V/def2-TZVPD) of a 4-piece molecular cluster, C4H15N2O overall.

ORCA input file:
```
! RIJCOSX wB97M-V def2-TZVPD def2/J DEFGRID3
* xyz 1 1
H 1.843 0.307 0.185
H -1.701 1.078 1.695
C -1.069 -2.756 -0.087
C 1.875 1.995 -1.011
C -2.237 1.420 0.821
H 2.484 2.651 -0.375
H -2.105 1.485 -1.288
H 1.883 2.285 -2.054
H 3.178 0.576 -0.763
N 2.158 0.563 -0.770
H -1.145 -3.662 -0.696
H 0.912 -3.011 0.313
H -0.717 0.611 -0.305
N 0.286 -2.267 -0.005
H 0.587 -0.038 2.208
C -1.637 1.158 -0.370
H 0.882 2.264 -0.633
O 0.486 -0.183 1.251
H -3.177 1.942 0.921
H 0.368 -1.435 0.691
H -1.684 -2.051 -0.647
H -1.472 -2.933 0.919
*
```

Results
Highest occupied orbital energy = -13.4 eV
Kohn-Sham gap = 0.14284 Eh


[3]
The following is a DFT calculation (wB97M-V/def2-TZVPD) of an isolated ion of composition C4H11N2 and charge +1.

ORCA input file:
```
! RIJCOSX wB97M-V def2-TZVPD def2/J DEFGRID3
* xyz 1 1
C 0.422 0.515 1.642
C -0.279 0.008 0.394
N -0.603 -1.144 -2.387
H 1.466 -0.926 -2.383
H -1.390 -0.532 -2.551
C 0.561 -0.677 -1.831
H 1.213 1.220 1.369
H -1.592 1.037 2.368
N 0.625 0.059 -0.786
H -1.181 0.573 0.173
H 1.002 -0.255 2.154
H -0.594 -1.022 0.523
H 1.544 0.460 -0.606
H -0.393 2.236 2.718
C -0.546 1.167 2.634
H -0.401 0.833 3.656
H -0.916 -2.071 -2.111
*
```

Results
Highest occupied orbital energy = -15.5 eV
Kohn-Sham gap = 0.38809 Eh


[4]
The following is a DFT calculation (wB97M-V/def2-TZVPD) of one molecule with the formula C2HCl3FN.

ORCA input file:
```
! RIJCOSX wB97M-V def2-TZVPD def2/J DEFGRID3
* xyz 0 3
Cl -0.522 1.646 -1.821
C 0.116 1.229 -0.157
Cl -2.505 1.899 0.465
Cl 0.833 -0.349 -0.201
N -0.637 0.416 1.895
F -1.587 0.457 2.883
C -1.009 1.098 0.828
H 0.949 1.906 -0.055
*
```

Results
Highest occupied orbital energy (spin up / spin down) = -7.5 / -11.0 eV
Kohn-Sham gap (spin up / spin down) = 0.28849 / 0.26704 Eh